Record 1
Entry from OMol25: a cluster of 12 separate species, C28H82NO16P in total in a non-equilibrium geometry (ωB97M-V/def2-TZVPD).

Last column: Löwdin charge in e.
Geometry (Å):
C1 -0.9385 -2.0974 -0.3517  -0.12
C2 -2.1313 -2.4984 0.7266  -0.22
C3 -1.5669 -3.4038 1.9716  -0.22
O1 -0.1612 -3.0878 2.3626  -0.19
C4 0.2355 -4.1249 3.3707  -0.23
O2 0.8385 -3.5576 4.5869  -0.22
P1 2.5650 -3.3580 4.4399  0.80
O3 2.8089 -2.4070 3.1623  -0.35
O4 3.0662 -2.4266 5.8645  -0.20
O5 3.4646 -4.8384 4.2663  -0.25
C5 4.5482 -4.9586 5.2547  -0.29
N1 5.7851 -4.1388 4.9517  -0.15
C6 6.0189 -3.9634 3.4648  -0.15
H1 -1.3984 -1.3471 -1.1439  0.06
H2 -0.6935 -3.0959 -0.9565  0.09
H3 0.0090 -1.6590 0.1838  0.09
H4 -2.9675 -3.1368 0.1658  0.11
H5 -2.6758 -1.5145 1.1099  0.11
H6 -1.5782 -4.5578 1.6685  0.14
H7 -2.2556 -3.1862 2.9041  0.13
H8 -0.7967 -4.6209 3.7054  0.14
H9 0.8533 -4.9867 2.8672  0.16
H10 3.5875 -1.6358 5.5382  0.06
H11 4.2268 -4.7098 6.3646  0.13
H12 4.8496 -6.1132 5.2716  0.14
H13 6.6362 -4.5467 5.4370  0.12
H14 7.1488 -3.6017 3.3513  0.10
H15 5.7995 -4.9217 2.8187  0.09
H16 5.3280 -3.1009 3.0773  0.07
C7 1.5541 0.8325 3.6984  -0.07
C8 1.8206 1.2546 5.1284  -0.31
O6 2.9759 0.5927 5.6222  -0.10
H17 1.4093 -0.2512 3.6376  0.06
H18 0.6639 1.3305 3.3042  0.06
H19 2.4075 1.0761 3.0572  0.09
H20 0.9750 0.9895 5.7698  0.11
H21 1.9794 2.3352 5.1956  0.10
H22 3.7227 0.8412 5.0510  0.07
C9 0.8545 4.4645 1.6046  -0.09
C10 0.3331 3.7059 0.4018  -0.33
O7 -0.3561 2.5390 0.8259  -0.09
H23 1.5290 3.8348 2.1940  0.07
H24 1.3924 5.3648 1.2946  0.07
H25 0.0316 4.7554 2.2657  0.07
H26 1.1601 3.3979 -0.2446  0.11
H27 -0.3523 4.3245 -0.1856  0.11
H28 -1.0936 2.8236 1.3924  0.08
C11 7.6866 0.9952 6.8104  -0.09
C12 6.4784 1.6961 6.2247  -0.32
O8 6.1725 1.1514 4.9495  -0.09
H29 8.5524 1.1032 6.1488  0.08
H30 7.9384 1.4065 7.7918  0.07
H31 7.4984 -0.0783 6.9156  0.07
H32 6.6784 2.7644 6.1006  0.12
H33 5.6051 1.5816 6.8741  0.11
H34 5.9882 0.2043 5.0718  0.08
C13 -2.6836 -0.1523 -5.2483  -0.09
C14 -2.4171 0.2698 -3.8183  -0.32
O9 -1.2619 -0.3921 -3.3245  -0.10
H35 -2.8284 -1.2360 -5.3090  0.08
H36 -3.5738 0.3457 -5.6424  0.07
H37 -1.8302 0.0913 -5.8895  0.05
H38 -3.2628 0.0047 -3.1769  0.11
H39 -2.2583 1.3504 -3.7510  0.11
H40 -0.5150 -0.1436 -3.8957  0.09
C15 0.5350 -0.6307 -9.6270  -0.08
C16 -0.3570 -0.4900 -8.4111  -0.33
O10 -0.4932 0.8806 -8.0654  -0.12
H41 1.5236 -0.2027 -9.4306  0.08
H42 0.6539 -1.6819 -9.9040  0.08
H43 0.1162 -0.0865 -10.4798  0.07
H44 0.0760 -1.0165 -7.5555  0.11
H45 -1.3515 -0.9039 -8.6038  0.10
H46 -0.8862 1.3378 -8.8284  0.04
C17 0.8678 -6.5043 7.8198  -0.09
C18 0.2600 -6.9938 6.5218  -0.33
O11 -1.0431 -6.4526 6.3619  -0.09
H47 0.2434 -6.7954 8.6710  0.08
H48 1.8710 -6.9161 7.9604  0.07
H49 0.9306 -5.4112 7.8302  0.07
H50 0.1786 -8.0848 6.5245  0.11
H51 0.8716 -6.6955 5.6648  0.10
H52 -0.9590 -5.4838 6.3522  0.08
C19 -4.2619 1.0196 -11.5069  -0.08
C20 -2.8422 0.7405 -11.0589  -0.31
O12 -2.5117 1.5664 -9.9520  -0.10
H53 -4.3769 2.0716 -11.7878  0.08
H54 -4.5309 0.3940 -12.3625  0.05
H55 -4.9695 0.8280 -10.6936  0.08
H56 -2.1366 0.9542 -11.8671  0.12
H57 -2.7223 -0.3065 -10.7639  0.11
H58 -3.1386 1.3630 -9.2369  0.10
C21 -1.9712 3.1658 6.8423  -0.10
C22 -1.9972 2.8909 5.3531  -0.32
O13 -0.9350 3.5830 4.7135  -0.10
H59 -2.0639 4.2393 7.0372  0.08
H60 -2.7868 2.6429 7.3498  0.08
H61 -1.0202 2.8439 7.2791  0.06
H62 -2.9399 3.2340 4.9168  0.11
H63 -1.8920 1.8208 5.1495  0.11
H64 -0.1020 3.2651 5.1020  0.06
C23 -8.3227 -0.3487 -13.6771  -0.09
C24 -6.9550 -0.1473 -14.2959  -0.32
O14 -5.9559 -0.7092 -13.4577  -0.11
H65 -8.3699 0.1180 -12.6877  0.08
H66 -9.1040 0.0829 -14.3089  0.08
H67 -8.5313 -1.4143 -13.5368  0.07
H68 -6.7414 0.9191 -14.4140  0.12
H69 -6.8955 -0.6222 -15.2800  0.11
H70 -6.1497 -1.6578 -13.3660  0.10
C25 -0.8422 4.6229 11.6960  -0.10
C26 -1.2510 3.5754 10.6812  -0.32
O15 -0.8901 3.9989 9.3747  -0.11
H71 -1.3242 5.5810 11.4755  0.08
H72 -1.1174 4.3136 12.7082  0.07
H73 0.2386 4.7948 11.6613  0.07
H74 -2.3340 3.4227 10.7036  0.12
H75 -0.7630 2.6178 10.8872  0.11
H76 0.0743 4.1236 9.3629  0.10
C27 1.3773 4.1219 -6.6348  -0.09
C28 0.1691 4.8228 -7.2205  -0.33
O16 -0.1368 4.2781 -8.4957  -0.09
H77 2.2431 4.2300 -7.2964  0.08
H78 1.6292 4.5333 -5.6534  0.07
H79 1.1891 3.0485 -6.5295  0.07
H80 0.3691 5.8912 -7.3446  0.11
H81 -0.7042 4.7084 -6.5711  0.11
H82 -0.3210 3.3311 -8.3734  0.06

Atoms 1-6, force components in eV/Å:
C -1.09 -0.66 -0.37
C 0.35 0.21 -0.27
C -0.64 -0.11 -0.28
O -0.74 -2.02 1.48
C -2.23 -0.64 -1.06
O 3.13 -0.99 -1.00

Its SMILES is CCCOCO[P@@](=O)(O)OCNC.CCO.CCO.CCO.CCO.CCO.CCO.CCO.CCO.CCO.CCO.CCO. As for the LUMO energy: 0.254 eV. As for the energy: -2715.732986 hartree.

---

Record 2
Entry from OMol25: a structure of composition C28H84BeNO31 in a non-equilibrium geometry (ωB97M-V/def2-TZVPD).

Last column: Löwdin charge in e.
Geometry (Å):
Be1 1.2069 -4.2118 1.9040  1.14
N1 -0.1730 0.4468 0.0485  -0.56
O1 -0.1623 -0.4278 -0.8421  -0.04
O2 0.2916 1.5356 -0.2561  0.01
O3 -0.5814 0.1752 1.1273  0.04
C1 3.5798 0.5927 -2.1329  -0.17
C2 3.6695 2.0115 -2.8411  -0.24
O4 3.7386 1.9428 -4.2359  -0.03
O5 2.2637 -0.0418 -2.2472  -0.10
H1 3.8623 0.6528 -1.0819  0.09
H2 4.3996 0.0436 -2.5960  0.11
H3 4.4447 2.6179 -2.3726  0.11
H4 2.7653 2.5220 -2.5098  0.10
H5 4.3085 1.2277 -4.5281  0.09
H6 1.5133 0.4979 -1.9878  0.05
C3 -3.9184 0.9811 -2.5672  -0.20
C4 -3.6771 2.3993 -2.0371  -0.27
O6 -4.7806 3.2566 -2.2522  -0.04
O7 -3.9991 1.0356 -4.0198  -0.06
H7 -4.9147 0.7522 -2.1890  0.12
H8 -3.0947 0.3659 -2.2052  0.09
H9 -2.7581 2.8329 -2.4315  0.11
H10 -3.5871 2.3110 -0.9544  0.10
H11 -4.6192 3.9895 -1.6535  0.08
H12 -3.2928 1.6538 -4.2214  0.07
C5 0.0439 4.5674 -1.6908  -0.26
C6 -0.9544 5.1304 -0.6972  -0.22
O8 -1.5738 4.1382 0.0954  -0.08
O9 1.0609 3.9811 -1.0085  -0.08
H13 0.5489 5.3434 -2.2660  0.11
H14 -0.4505 3.8945 -2.3914  0.12
H15 -1.7496 5.6312 -1.2494  0.12
H16 -0.5647 5.9479 -0.0906  0.13
H17 -0.9753 3.9167 0.8126  0.03
H18 0.6941 3.1340 -0.7449  0.03
C7 2.9470 -2.8649 -4.7767  -0.23
C8 3.6132 -3.5626 -5.9954  -0.20
O10 3.7364 -2.6343 -7.1069  -0.05
O11 3.5926 -1.6323 -4.4367  -0.07
H19 2.7981 -3.5620 -3.9521  0.10
H20 1.9704 -2.5140 -5.1102  0.10
H21 3.1293 -4.5229 -6.1736  0.11
H22 4.6105 -3.8285 -5.6452  0.11
H23 2.8713 -2.2582 -7.2853  0.08
H24 3.0694 -1.2192 -3.7459  0.02
C9 1.6408 -3.4664 -1.3207  -0.18
C10 3.1391 -3.3965 -0.7548  -0.19
O12 3.3170 -4.2655 0.3574  -0.07
O13 0.9005 -2.9219 -0.2610  -0.07
H25 1.3715 -4.5167 -1.4321  0.13
H26 1.6328 -2.9614 -2.2866  0.09
H27 3.4374 -2.3702 -0.5404  0.12
H28 3.8351 -3.7283 -1.5253  0.12
H29 4.2398 -4.2387 0.6206  0.11
H30 0.5434 -2.0895 -0.5792  0.05
C11 0.1825 -0.5829 4.5556  -0.25
C12 -0.3679 -1.9820 4.2268  -0.17
O14 -0.0446 -2.2415 2.8422  -0.09
O15 0.2266 -0.3706 5.9309  -0.05
H31 -0.4219 0.2496 4.1955  0.11
H32 1.1759 -0.2978 4.2091  0.11
H33 -1.4518 -1.9582 4.3393  0.12
H34 -0.0817 -2.7914 4.8983  0.12
H35 -0.4168 -1.5118 2.3416  0.05
H36 0.6135 0.4782 6.1575  0.10
C13 3.1008 5.7582 -3.3799  -0.23
C14 3.0046 7.3009 -3.4939  -0.22
O16 4.3005 7.9419 -3.4218  -0.07
O17 3.4738 5.3774 -2.0393  -0.08
H37 3.8225 5.3318 -4.0767  0.12
H38 2.1431 5.4007 -3.7583  0.10
H39 2.3552 7.6864 -2.7079  0.11
H40 2.5845 7.5512 -4.4681  0.12
H41 4.6581 7.7003 -2.5643  0.07
H42 2.7501 4.8346 -1.7179  0.02
C15 3.5873 -2.5599 3.4152  -0.23
C16 2.8139 -3.0821 4.6193  -0.21
O18 2.2020 -4.3082 4.3220  -0.05
O19 2.8150 -2.1866 2.3100  -0.08
H43 4.2968 -3.3152 3.0770  0.12
H44 4.2302 -1.7187 3.6744  0.14
H45 2.1673 -2.2890 4.9949  0.11
H46 3.6686 -3.2280 5.2798  0.14
H47 1.8911 -4.8314 5.0644  0.11
H48 3.0694 -1.2742 2.1542  0.06
C17 -3.5075 -1.9523 0.2429  -0.21
C18 -3.6466 -1.5250 1.6717  -0.25
O20 -4.7710 -2.0389 2.3027  -0.04
O21 -3.3304 -3.3279 0.0406  -0.06
H49 -2.7098 -1.5095 -0.3534  0.11
H50 -4.4163 -1.7008 -0.3038  0.12
H51 -3.6357 -0.4476 1.8364  0.11
H52 -2.7709 -1.9730 2.1414  0.10
H53 -4.5813 -2.1294 3.2394  0.11
H54 -4.1262 -3.8235 0.2472  0.11
C19 -6.9332 1.0290 2.7298  -0.28
C20 -6.0055 1.0867 1.5138  -0.20
O22 -6.2062 -0.0854 0.7134  -0.07
O23 -6.6373 0.0302 3.6225  -0.03
H55 -7.9846 1.0403 2.4426  0.13
H56 -6.8053 1.9989 3.2104  0.11
H57 -4.9834 1.1332 1.8895  0.08
H58 -6.1176 1.9435 0.8494  0.12
H59 -5.8030 -0.8630 1.1061  0.03
H60 -7.4394 -0.4743 3.7764  0.10
C21 -0.5621 -1.3526 -3.7092  -0.22
C22 -1.4879 -2.4823 -3.3718  -0.23
O24 -0.9688 -3.7847 -3.7074  -0.06
O25 -0.2796 -1.2227 -5.1492  -0.06
H61 0.3457 -1.4389 -3.1120  0.07
H62 -0.9598 -0.4181 -3.3133  0.10
H63 -2.5151 -2.3350 -3.7056  0.13
H64 -1.6235 -2.4690 -2.2904  0.10
H65 -0.8374 -3.7274 -4.6567  0.08
H66 0.1988 -0.4004 -5.2772  0.08
C23 2.8285 1.6446 2.2908  -0.21
C24 3.1024 2.8547 1.3598  -0.20
O26 4.3477 3.4596 1.7369  -0.06
O27 3.6104 0.5512 1.8591  -0.06
H67 1.7689 1.3893 2.2739  0.09
H68 2.9796 1.8726 3.3459  0.13
H69 2.3867 3.6743 1.4248  0.12
H70 3.1392 2.5095 0.3266  0.11
H71 4.7895 3.7967 0.9541  0.09
H72 4.5210 0.7465 2.0922  0.11
C25 -2.0314 -5.1316 2.4753  -0.18
C26 -1.2521 -6.2732 3.1641  -0.23
O28 0.0601 -5.9988 3.4483  -0.07
O29 -1.2719 -4.5898 1.3910  -0.09
H73 -2.3840 -4.3090 3.0975  0.12
H74 -2.9078 -5.5731 2.0010  0.13
H75 -1.1913 -7.0480 2.3999  0.13
H76 -1.7408 -6.7077 4.0362  0.14
H77 0.3721 -6.6798 4.0487  0.12
H78 -1.8828 -4.4290 0.6682  0.07
C27 -1.3334 3.2328 3.3814  -0.21
C28 -2.5609 2.6561 2.7275  -0.25
O30 -3.6606 2.9059 3.6084  -0.06
O31 -0.2043 3.4937 2.5489  -0.07
H79 -1.0584 2.5621 4.1954  0.11
H80 -1.5733 4.2214 3.7731  0.13
H81 -2.4574 1.5926 2.5124  0.09
H82 -2.8375 3.0004 1.7310  0.11
H83 -4.0344 3.7527 3.3538  0.09
H84 0.2679 2.6660 2.4323  0.05

Atoms 1-6, force components in eV/Å:
Be -0.88 2.49 -0.15
N 1.32 -0.57 -3.37
O -0.28 -1.13 -0.86
O 0.36 1.33 0.46
O -1.36 -0.38 4.23
C -0.56 1.80 -0.42

As for the energy above the lowest of the compared OMol25 structures with the same formula, charge and spin: 1.626 eV. The total charge is +1. As for the LUMO energy: -6.115 eV. As for the energy: -3518.448371 hartree.

---

Record 3
Entry from OMol25: a cluster of 15 separate species, C28H84ClO18S14 in total in a non-equilibrium geometry (ωB97M-V/def2-TZVPD).

Last column: Löwdin charge in e.
Geometry (Å):
Cl1 -0.4812 -0.0111 0.6003  0.60
O1 0.7010 0.7157 0.9978  -0.39
O2 -1.6572 0.5674 1.0373  -0.34
O3 -0.3898 -0.1679 -0.8634  -0.37
O4 -0.4055 -1.3316 1.2160  -0.40
C1 -5.4754 -6.7127 1.1295  -0.25
S1 -3.8965 -6.0942 0.3928  0.81
O5 -3.5871 -6.8875 -0.8561  -0.58
C2 -4.4448 -4.3656 -0.0956  -0.23
H1 -6.2307 -6.8478 0.3552  0.05
H2 -5.6791 -5.9213 1.8508  0.04
H3 -5.4131 -7.6601 1.6649  0.05
H4 -4.3494 -3.6014 0.6758  0.04
H5 -5.5050 -4.3734 -0.3488  0.04
H6 -4.0695 -3.8782 -0.9954  0.02
C3 -3.6429 -0.8736 -2.2607  -0.24
S2 -3.3066 0.9402 -2.4117  0.83
O6 -4.2016 1.3349 -3.5916  -0.61
C4 -4.2773 1.5275 -0.9526  -0.25
H7 -4.7232 -0.9666 -2.3721  0.05
H8 -3.3325 -1.1289 -1.2475  0.04
H9 -3.1495 -1.4156 -3.0674  0.02
H10 -4.2629 2.6125 -0.8493  0.02
H11 -3.9605 1.0535 -0.0236  0.02
H12 -5.2924 1.1359 -0.8868  0.05
C5 2.4049 -2.9509 1.0348  -0.24
S3 4.0145 -3.7308 0.5807  0.84
O7 4.5073 -3.1742 -0.7326  -0.57
C6 5.1431 -2.9520 1.8559  -0.23
H13 2.0223 -3.1419 2.0374  0.05
H14 1.6128 -3.3010 0.3729  0.03
H15 2.5263 -1.9027 0.7614  0.04
H16 4.8033 -3.1212 2.8777  0.04
H17 5.3276 -1.9030 1.6243  0.03
H18 6.1037 -3.4653 1.8990  0.04
C7 1.6735 4.0837 2.5978  -0.25
S4 0.8931 5.4275 3.5517  0.88
O8 -0.3397 5.8966 2.7099  -0.58
C8 0.2607 4.3666 4.8687  -0.27
H19 2.5370 3.5793 3.0315  0.05
H20 1.9204 4.4820 1.6137  0.04
H21 0.9093 3.3240 2.4338  0.04
H22 -0.5224 4.9443 5.3596  0.05
H23 1.0328 4.0306 5.5608  0.04
H24 -0.3350 3.5908 4.3876  0.04
C9 1.9869 0.2133 -6.8106  -0.24
S5 1.0202 1.3309 -5.6905  0.83
O9 1.1340 2.6788 -6.4153  -0.58
C10 -0.6429 0.6695 -6.0039  -0.23
H25 3.0422 0.3380 -6.5679  0.04
H26 1.8691 0.3927 -7.8792  0.06
H27 1.5774 -0.7593 -6.5377  0.02
H28 -1.4177 1.0111 -5.3175  0.05
H29 -0.6594 -0.4203 -5.9875  0.05
H30 -0.8748 1.0146 -7.0115  0.06
C11 6.0111 1.3119 1.4935  -0.23
S6 6.0008 1.0465 -0.3675  0.81
O10 7.0396 0.0247 -0.7755  -0.58
C12 4.2876 0.3651 -0.5374  -0.23
H31 6.9096 1.8585 1.7797  0.04
H32 6.0463 0.3592 2.0219  0.03
H33 5.0801 1.8748 1.5613  0.03
H34 3.4610 0.8274 0.0022  0.06
H35 4.3855 -0.6519 -0.1578  0.01
H36 4.1934 0.2556 -1.6178  0.03
C13 0.6946 2.9320 -2.0630  -0.24
S7 0.6414 4.6226 -1.2911  0.84
O11 0.0747 5.5857 -2.3408  -0.58
C14 -0.6618 4.1157 -0.1110  -0.27
H37 1.0356 3.0014 -3.0960  0.01
H38 -0.3311 2.5823 -2.1806  0.04
H39 1.3127 2.2010 -1.5418  0.04
H40 -1.6225 4.0461 -0.6211  0.04
H41 -0.6964 4.8629 0.6819  0.00
H42 -0.3784 3.2168 0.4366  0.04
C15 1.3826 -1.2244 4.3638  -0.22
S8 0.4839 0.2012 5.2958  0.86
O12 -0.2090 -0.4879 6.5117  -0.60
C16 2.0383 1.0132 5.8857  -0.27
H43 2.0344 -0.9300 3.5412  0.04
H44 0.6252 -1.8514 3.8933  0.02
H45 1.9539 -1.8124 5.0820  0.05
H46 2.8227 0.9418 5.1321  0.04
H47 2.4848 0.6134 6.7961  0.06
H48 1.9753 2.0962 5.9921  0.01
C17 3.1330 4.2719 -4.3194  -0.26
S9 4.3878 4.0642 -2.9734  0.85
O13 3.8225 3.1847 -1.8853  -0.59
C18 5.5541 2.9812 -3.9352  -0.25
H49 2.8222 3.3332 -4.7782  0.00
H50 3.5961 4.5890 -5.2538  0.05
H51 2.2065 4.7958 -4.0844  0.05
H52 5.9967 3.3808 -4.8476  0.05
H53 4.9976 2.0985 -4.2503  0.04
H54 6.3175 2.5255 -3.3046  0.04
C19 -3.1960 6.2126 1.5943  -0.27
S10 -3.6591 6.0958 -0.1896  0.86
O14 -4.6869 4.9637 -0.2610  -0.57
C20 -4.5587 7.8001 -0.3075  -0.23
H55 -2.6362 5.2871 1.7288  0.00
H56 -4.1170 6.0900 2.1642  0.05
H57 -2.5488 7.0200 1.9370  0.05
H58 -4.0941 8.5417 -0.9573  0.03
H59 -4.7752 8.2660 0.6539  0.03
H60 -5.5839 7.6712 -0.6545  0.04
C21 -1.2054 -4.7693 5.5218  -0.26
S11 -1.3090 -5.6569 3.9003  0.86
O15 -2.5058 -6.6164 4.1865  -0.61
C22 -2.0120 -4.1926 2.9749  -0.25
H61 -0.2779 -4.2065 5.6269  0.04
H62 -1.2987 -5.5113 6.3147  0.04
H63 -2.0623 -4.1373 5.7550  0.06
H64 -2.1002 -4.3895 1.9064  0.00
H65 -1.3680 -3.3255 3.1214  0.03
H66 -3.0276 -4.0293 3.3353  0.05
C23 -0.9069 -5.5324 -3.9435  -0.24
S12 -1.2265 -3.8497 -3.1858  0.88
O16 -2.7763 -3.7305 -3.0765  -0.60
C24 -0.6712 -4.1483 -1.5028  -0.26
H67 0.1640 -5.7089 -3.8435  0.03
H68 -1.3229 -5.6216 -4.9471  0.05
H69 -1.4009 -6.4270 -3.5641  0.05
H70 0.3984 -4.3485 -1.5657  0.03
H71 -1.0963 -5.0540 -1.0701  0.05
H72 -0.7398 -3.2517 -0.8868  0.04
C25 3.5168 -4.5240 -3.7589  -0.26
S13 3.0010 -3.0133 -4.6836  0.85
O17 1.4524 -3.1379 -4.7427  -0.62
C26 3.3229 -1.7655 -3.3599  -0.25
H73 4.5615 -4.4224 -3.4651  0.05
H74 3.3252 -5.4744 -4.2570  0.05
H75 2.9119 -4.6250 -2.8578  0.04
H76 2.7583 -0.8424 -3.4906  0.05
H77 4.3873 -1.5855 -3.2085  0.06
H78 2.8451 -2.2219 -2.4930  0.03
C27 -3.8481 -0.2040 3.6652  -0.25
S14 -5.0330 1.2162 3.4263  0.86
O18 -5.8364 1.1921 4.7362  -0.61
C28 -3.7697 2.5954 3.6934  -0.23
H79 -3.1116 -0.0243 4.4484  0.04
H80 -3.2958 -0.5569 2.7942  0.03
H81 -4.3956 -1.0549 4.0706  0.04
H82 -4.2453 3.5634 3.5354  0.03
H83 -2.9222 2.4983 3.0149  0.04
H84 -3.4316 2.5211 4.7270  0.05

Atoms 1-6, force components in eV/Å:
Cl 3.95 -3.32 -2.37
O 0.01 0.88 0.58
O -2.93 2.26 0.65
O -0.87 0.29 1.44
O 0.03 -0.30 -0.05
C 0.33 0.65 -0.38

As for the energy above the lowest of the compared OMol25 structures with the same formula, charge and spin: 1.152 eV. The total charge is -1. As for the LUMO energy: 1.373 eV. As for the energy: -8505.605690 hartree.